Entry 1:
The following is a quantum chemistry calculation of C31H55Ge2N4O3P2V as an isolated structure in a non-equilibrium geometry, from the OMol25 dataset.

XYZ file:
```
98
Properties=species:S:1:pos:R:3:forces:R:3
V -0.4429 0.1796 -0.0362 0.4571 -0.5680 0.6505
C -3.6960 -1.6869 0.1555 0.1599 -0.2025 -0.2369
N -4.2963 -0.4055 0.4936 0.7239 0.7352 -0.2146
C -4.9684 -0.3953 1.7793 -0.1557 0.0679 0.1899
P -3.5588 0.9483 -0.1082 -3.0905 0.7860 0.9401
O -2.3054 0.7397 -0.8378 1.0755 -0.2149 -0.3909
O -3.2339 1.9666 1.1672 0.1582 -0.7666 -0.7194
P -2.0738 1.4599 2.1777 -0.9909 2.2479 1.4510
O -1.6445 0.0880 1.8193 0.5459 -0.4447 -0.5791
N -2.8317 1.5100 3.6322 0.8076 -0.1869 -0.6074
C -3.4857 2.7258 4.0626 -0.1365 0.2010 -0.0895
C -2.6325 0.5057 4.6505 0.0666 -0.3205 0.0865
N -0.9872 2.7362 2.1062 -0.7543 -1.1776 -0.1105
C 0.1176 2.6252 3.0474 0.2835 -0.0109 0.2634
C -0.5879 3.3144 0.8358 -0.1591 -0.1494 -0.4238
N -4.6715 1.7563 -1.0148 0.8596 -0.4421 0.4959
C -6.0549 1.8465 -0.5967 -0.2623 -0.1731 0.1023
C -4.2022 2.8935 -1.7844 0.2435 0.2236 -0.2239
H -4.4567 -2.4630 0.2455 0.0289 0.0135 -0.0599
H -2.8558 -1.9389 0.8209 -0.1579 0.0609 -0.0786
H -3.3526 -1.6502 -0.8767 0.0471 -0.2179 0.0092
H -5.8210 -1.0771 1.7405 0.0123 0.0838 0.0100
H -5.3217 0.6088 2.0000 -0.1053 -0.0196 0.1504
H -4.2979 -0.7213 2.5808 -0.0037 0.0217 -0.0092
H -3.4741 3.4402 3.2441 -0.1114 0.1725 0.0967
H -2.9800 3.1588 4.9260 0.0681 0.0657 0.0285
H -4.5199 2.5114 4.3388 -0.0294 0.0331 -0.0034
H -2.0891 -0.3289 4.2138 0.0037 -0.1298 0.1590
H -3.5975 0.1582 5.0247 -0.0061 -0.0587 -0.0013
H -2.0659 0.9054 5.4953 0.0493 -0.0081 0.0015
H -0.2316 2.1343 3.9557 0.1141 0.0333 0.0981
H 0.4725 3.6262 3.2988 -0.0115 -0.0420 0.0387
H 0.9472 2.0391 2.6317 -0.1424 0.1249 0.0893
H -1.4457 3.3367 0.1602 0.1723 0.0885 -0.0198
H 0.2452 2.7462 0.3641 -0.1609 0.2381 0.1201
H -0.2582 4.3418 1.0095 0.0934 -0.1242 -0.1177
H -6.3517 0.9040 -0.1469 -0.1581 -0.0158 -0.0034
H -6.6741 2.0209 -1.4769 -0.0076 -0.0087 0.0361
H -6.2208 2.6593 0.1174 0.0072 0.0287 -0.0148
H -3.1785 2.7044 -2.0996 0.0072 0.1257 -0.0991
H -4.2431 3.8277 -1.2153 -0.0180 -0.0104 0.0283
H -4.8217 3.0023 -2.6747 0.0127 -0.0121 0.0037
C -1.4272 -2.5604 -2.8344 0.0243 0.0885 -0.0421
C -1.7017 -1.1307 -3.2894 0.2320 0.4666 0.4617
Ge -0.2998 0.0665 -2.4566 0.3417 -0.0697 -2.5336
C -0.2651 1.9816 -3.1492 -0.1986 -0.5167 0.3786
C 1.1102 2.5934 -2.9104 -0.1068 -0.0559 -0.0391
C 1.2713 -0.6916 -3.3455 -0.4156 0.1819 0.4331
C 2.3083 -1.1624 -2.6598 -0.7378 0.3248 0.9084
Ge 2.2948 -1.0162 -0.6334 0.4386 -0.0556 -0.4934
C 2.0626 -2.9495 0.0732 0.2250 0.8789 -0.1891
C 3.2272 -3.9235 0.1073 -0.0397 0.0978 -0.0897
C 3.6645 0.5423 -0.4378 -0.4518 -0.8061 0.1020
C 5.0724 0.3107 0.0864 -0.1624 0.0850 -0.0049
C 3.5205 -1.7078 -3.2714 0.5788 -0.2347 -0.1089
C 4.5861 -2.1089 -2.4683 -0.2538 0.1166 -0.0401
C 5.7519 -2.6132 -3.0139 0.1704 -0.0787 0.0595
C 5.8746 -2.7371 -4.3878 0.1178 -0.0399 0.1662
C 4.8280 -2.3404 -5.2032 -0.0431 0.0072 -0.0985
C 3.6693 -1.8274 -4.6553 -0.0055 -0.0149 0.0607
H -2.1963 -3.2483 -3.1831 -0.0459 -0.1120 0.0375
H -1.3765 -2.6198 -1.7395 0.0072 -0.1458 -0.0569
H -0.4688 -2.9017 -3.2277 0.0171 -0.0744 0.1008
H -2.7022 -0.8151 -2.9958 -0.0996 0.0719 -0.0513
H -1.6373 -1.0671 -4.3763 0.0124 0.1143 -0.0152
H -1.0267 2.5698 -2.6344 -0.1173 0.0314 -0.0512
H -0.4970 1.9970 -4.2144 -0.1111 -0.0805 -0.0231
H 1.3746 2.5740 -1.8473 0.1135 0.0083 -0.0448
H 1.1500 3.6278 -3.2521 0.0488 0.0663 0.0321
H 1.8627 2.0295 -3.4587 0.1767 0.0174 0.0823
H 1.2579 -0.7311 -4.4287 0.0859 0.0077 -0.2333
H 1.2789 -3.3300 -0.5902 -0.0148 0.1488 -0.0505
H 1.6406 -2.8612 1.0719 -0.0102 0.0272 -0.1093
H 3.6321 -4.0992 -0.8860 0.1191 -0.0395 -0.0072
H 2.8857 -4.8812 0.4998 0.0290 -0.0756 0.0292
H 4.0159 -3.5581 0.7608 0.1795 -0.0290 0.0107
H 3.1418 1.2942 0.1564 -0.0233 -0.0244 -0.0328
H 3.7231 0.9297 -1.4562 -0.1662 -0.0817 -0.0811
H 5.0641 -0.1570 1.0660 0.1048 -0.0694 0.1627
H 5.5961 1.2658 0.1599 0.0751 -0.0295 0.0549
H 5.6370 -0.3164 -0.5946 0.1492 -0.1087 -0.0285
H 4.4799 -2.0149 -1.3936 0.2172 -0.1090 -0.0019
H 6.5631 -2.9110 -2.3637 0.0444 -0.0344 0.0080
H 6.7792 -3.1415 -4.8164 0.0714 -0.0153 -0.0420
H 4.9180 -2.4322 -6.2759 -0.0043 0.0021 -0.0747
H 2.8724 -1.5180 -5.3115 -0.0875 0.0134 -0.0905
C 0.9850 -0.2312 0.8865 -0.4895 0.5016 -0.8863
C 1.5723 -0.5365 2.1446 0.3834 -0.4328 1.2512
C 2.7011 0.0820 2.6999 -0.2328 -0.0392 -0.2376
C 3.1918 -0.3173 3.9286 0.1328 -0.0429 0.1097
C 2.5846 -1.3450 4.6294 -0.0861 0.0233 -0.0463
C 1.4357 -1.9347 4.1181 0.0866 -0.0702 0.1933
C 0.9268 -1.5333 2.9013 0.0042 0.1407 -0.0452
H 3.1888 0.8827 2.1684 0.0780 0.0599 -0.0677
H 4.0668 0.1679 4.3362 0.0714 0.0327 0.0104
H 3.0005 -1.6843 5.5644 0.0086 -0.0064 0.1372
H 0.9518 -2.7222 4.6755 -0.0932 -0.0915 0.0305
H 0.0271 -1.9920 2.5012 0.1156 0.0226 0.0506
```
Positions in Å, forces in eV/Å.

The energy comes out at -202435.268 eV. For the HOMO-LUMO gap (spin up / spin down), the calculation gives 7.23 / 7.72 eV. The spin multiplicity is 2. The expectation value of S² is 1.034. For the LUMO energy (spin up / spin down), the calculation gives -2.91 / -2.41 eV. The charge is +1.

Entry 2:
The following is a quantum chemistry calculation of C31H55NO23 as an isolated structure in a non-equilibrium geometry, from the OMol25 dataset.

XYZ file:
```
110
Properties=species:S:1:pos:R:3:forces:R:3
O 3.6884 -3.3664 1.0752 0.3296 -1.5323 0.0557
C 3.4936 -2.2215 1.2267 0.1240 1.3320 -0.5094
O 3.2193 -1.6158 2.3995 -0.3276 -0.0793 0.6302
C 2.9991 -0.2300 2.1854 0.2330 0.5221 0.3143
O 4.1108 0.5133 2.5739 0.0907 -0.1491 -0.1987
C 2.7348 -0.1659 0.6829 0.0284 0.0251 -0.0460
C 3.3288 1.0350 -0.0197 -0.2167 0.3115 0.3091
C 2.5351 2.3231 0.0515 0.2223 0.0446 -0.3816
O 1.3371 2.3048 -0.7061 -0.2935 0.2334 0.0393
C 1.2414 -0.4503 0.4709 0.3833 0.0103 -0.2068
C 0.9299 -1.1868 -0.8219 -0.3160 -0.0237 0.1446
C -0.5536 -1.5129 -0.9639 1.9480 0.5548 0.0747
C -1.4552 -0.3233 -1.2967 7.5312 8.2984 1.4696
N -1.9979 0.2874 -0.0957 0.1173 0.0235 0.4487
C -2.7709 -0.3388 0.8484 0.1839 0.2357 0.4792
C -3.0304 0.5514 1.8696 0.1988 0.3021 -0.1696
C -2.3972 1.7839 1.5340 -0.0599 -0.8207 -0.5043
C -1.7860 1.5702 0.3176 0.0724 0.3717 0.1263
O 3.5199 -1.2986 0.2434 -0.2974 -0.2125 -0.0488
H 2.1440 0.0811 2.7790 -0.2958 -0.1927 0.0625
H 4.2970 0.2947 3.4924 0.0852 0.0630 0.1063
H 4.2857 1.2326 0.4501 0.3047 -0.0523 -0.1238
H 3.5096 0.7970 -1.0640 0.0270 -0.1780 -0.1946
H 2.2907 2.5977 1.0728 -0.2098 -0.0686 0.2568
H 3.1750 3.1162 -0.3339 0.1345 0.1602 -0.0017
H 1.3870 1.6183 -1.3755 0.0370 -0.0581 -0.1001
H 0.8948 -1.0752 1.2912 -0.0975 -0.1632 0.1425
H 0.7027 0.4878 0.5553 -0.1485 0.1309 -0.0090
H 1.4604 -2.1329 -0.8037 0.2564 -0.1521 -0.0908
H 1.2787 -0.6496 -1.7045 0.1078 0.1461 -0.1074
H -0.6768 -2.2881 -1.7125 0.6375 0.0389 -0.0172
H -0.8724 -1.9522 -0.0233 -0.2414 -0.1554 0.1546
H -2.2651 -0.6419 -1.9424 3.1296 6.8912 -1.2780
H -0.8996 0.4477 -1.8172 1.2390 0.9995 0.4902
H -3.0678 -1.3642 0.7540 0.0222 -0.2252 -0.0231
H -3.5940 0.3563 2.7620 -0.1324 -0.1428 0.0930
H -2.3530 2.6960 2.0926 -0.1063 0.2001 0.1900
H -1.1816 2.2506 -0.2535 0.1300 -0.0624 -0.1632
C -4.2120 0.3261 -1.9211 -0.4901 1.1311 0.1281
O -4.4945 -0.9653 -2.4671 0.4264 -0.5785 -0.1211
C -3.5301 -1.8592 -2.2609 -3.1245 -1.9941 -0.4462
O -2.5001 -1.6617 -1.6683 -11.2403 -15.1495 0.0240
O -3.8985 -3.0084 -2.8209 0.1723 0.1250 -0.6872
C -2.9482 -4.0667 -2.6732 0.0172 -0.2101 -0.0004
H -5.0627 0.9613 -2.1481 -0.0981 -0.1439 -0.1124
H -4.0878 0.2680 -0.8412 -0.1851 0.0216 -0.2456
H -3.3210 0.7487 -2.3821 -0.2908 0.1406 -0.0186
H -2.7883 -4.2945 -1.6214 0.0491 0.0673 0.0729
H -2.0041 -3.8033 -3.1454 0.0461 0.0120 0.0139
H -3.3763 -4.9308 -3.1719 -0.0482 0.0614 -0.0253
C -1.3907 4.7601 -5.7416 0.1662 0.0826 0.0792
O -2.1824 3.7202 -5.1654 -0.0326 0.1501 0.1323
C -2.8038 2.8971 -6.0033 0.3116 -0.0796 0.1230
O -2.7642 2.9262 -7.2036 -0.0935 0.0412 -0.0171
O -3.4443 2.0019 -5.2496 -0.2002 -0.1728 0.0284
C -4.1319 0.9763 -5.9679 -0.0982 -0.1424 -0.0185
H -0.9483 5.2744 -4.8938 0.0055 0.0519 -0.0310
H -0.5956 4.3496 -6.3609 -0.0807 -0.0499 -0.0947
H -1.9983 5.4547 -6.3179 -0.0586 -0.0916 -0.0631
H -3.4359 0.3953 -6.5699 0.0158 0.0730 -0.0897
H -4.9119 1.3964 -6.5996 0.0659 0.0458 -0.0677
H -4.5831 0.3300 -5.2197 0.0281 0.0637 0.0804
C 1.0815 5.8998 -2.4156 -0.0570 -0.2262 0.1337
O 1.4249 6.4290 -3.6972 -0.1775 0.1064 -0.1858
C 2.7177 6.6753 -3.8951 -0.0400 -0.0552 0.1074
O 3.5950 6.5303 -3.0855 0.0375 -0.0202 0.0307
O 2.8708 7.1066 -5.1460 -0.0253 0.0200 -0.0451
C 4.2218 7.4118 -5.5000 0.1141 0.0661 -0.1273
H 0.0058 5.7506 -2.4297 -0.0142 0.0402 -0.0742
H 1.5702 4.9391 -2.2643 0.0568 0.0267 0.1020
H 1.3395 6.5874 -1.6129 0.1289 0.0252 -0.0579
H 4.8492 6.5267 -5.4181 0.0120 0.0054 0.0837
H 4.6138 8.2059 -4.8680 0.0216 -0.0493 0.0648
H 4.1968 7.7466 -6.5325 -0.1007 -0.0127 -0.0030
C -0.8757 6.0634 6.5782 -0.0648 0.1498 0.0851
O -1.0118 5.1900 5.4549 -0.0362 0.0255 -0.0149
C -0.1329 4.1906 5.4302 -0.0456 0.0006 -0.0593
O 0.7253 3.9836 6.2469 0.0429 -0.0065 0.0443
O -0.3677 3.4580 4.3419 -0.0264 0.0124 -0.0294
C 0.5092 2.3433 4.1890 0.0706 -0.2420 -0.2105
H -1.6464 6.8204 6.4689 -0.0318 -0.0433 -0.0858
H -1.0276 5.5191 7.5079 0.0781 -0.0310 0.0058
H 0.1038 6.5370 6.5795 0.0411 -0.0642 0.0359
H 0.4095 1.6563 5.0277 0.0541 0.0541 0.0659
H 1.5429 2.6766 4.0988 0.0085 0.0149 0.0991
H 0.2053 1.8397 3.2733 -0.1228 0.0977 -0.0156
C 0.2559 -3.1919 3.3940 0.1991 0.0979 0.0452
O -0.9446 -3.3919 2.6382 -0.0554 0.0753 -0.0691
C -1.5855 -4.5211 2.9220 0.2417 0.0770 -0.0873
O -1.2442 -5.3353 3.7384 -0.1052 -0.1304 0.0613
O -2.6568 -4.6037 2.1325 -0.1019 0.0247 -0.0665
C -3.4371 -5.7851 2.3253 -0.1382 -0.0879 -0.0335
H 0.6725 -2.2464 3.0576 -0.0986 -0.0409 -0.0195
H 0.0328 -3.1337 4.4574 -0.0129 -0.0811 0.0127
H 0.9699 -3.9909 3.2032 -0.0120 -0.0511 0.0446
H -3.8202 -5.8304 3.3427 0.0654 -0.0373 0.0284
H -2.8476 -6.6740 2.1091 0.0399 -0.0080 0.0771
H -4.2658 -5.7194 1.6267 0.0190 0.0869 -0.0317
C 4.5831 -6.8770 1.1528 0.1344 0.1591 -0.1559
O 3.6044 -7.8905 1.4021 -0.0320 -0.1052 0.0309
C 2.8155 -7.6377 2.4448 0.0174 0.0734 -0.1514
O 2.8720 -6.6645 3.1496 0.0004 0.0113 0.0735
O 1.9442 -8.6386 2.5664 -0.0267 -0.0636 0.0204
C 1.0247 -8.4665 3.6481 -0.2398 -0.0012 0.1276
H 5.1480 -7.2077 0.2864 -0.0501 -0.1036 -0.0051
H 4.1050 -5.9239 0.9356 0.0089 0.0236 0.1096
H 5.2509 -6.7716 2.0053 -0.0488 0.0456 0.0497
H 0.4337 -7.5623 3.5114 0.0620 0.0633 0.0541
H 1.5536 -8.4205 4.5979 0.0245 0.0717 -0.0057
H 0.3662 -9.3302 3.6411 0.0913 -0.0751 -0.1159
```
Positions in Å, forces in eV/Å.

The energy comes out at -81614.717 eV. For the HOMO-LUMO gap, the calculation gives 7.33 eV. For the LUMO energy, the calculation gives 0.35 eV.